1.
45
Properties=species:S:1:pos:R:3:forces:R:3:lowdin_charge:R:1 method="wB97M-V/def2-TZVPD" relative_energy_kcal_mol=0.00 multiplicity=1 max_force_ev_per_a=1.2 lumo_energy_ha=-0.1028 homo_ev=-11.568 total_charge=+1 gap_ev=8.770
C -1.956081 2.561326 -1.106421 0.1 0.4 0.0 -0.1194
C -0.911937 3.040596 -0.108858 0.1 -0.5 -0.4 -0.3864
S -0.317579 1.651002 0.908703 -0.7 0.0 0.2 1.1227
C 1.088622 1.022930 -0.024705 0.5 -0.2 0.2 -0.3386
C 1.868724 -0.125418 0.650239 -0.5 0.0 0.1 -0.2810
C 1.203447 -0.828669 1.842238 1.0 -0.5 -0.3 -0.5732
S 1.846915 -2.534123 2.023524 -0.3 -0.1 0.0 0.7460
C 0.201154 2.419303 2.477456 0.3 0.3 -0.4 -0.4096
C 1.670929 2.689402 2.674807 0.3 0.3 0.6 -0.8139
C 1.883827 3.169346 4.111226 -0.3 -0.2 -0.4 -0.1506
I 2.384719 4.205774 1.330014 0.0 -0.1 0.0 0.9791
H -2.660893 1.860688 -0.675833 -0.1 -0.1 0.0 0.0781
H -1.482644 2.147220 -1.987355 0.0 -0.3 -0.1 0.0738
H -2.507615 3.437463 -1.433332 -0.1 0.1 -0.1 0.0905
H -0.042112 3.423355 -0.626908 0.1 0.4 0.1 0.0629
H -1.321316 3.780359 0.566342 0.1 0.1 0.3 0.0948
H 1.742458 1.844648 -0.293035 0.0 0.2 0.0 0.0426
H 0.636778 0.641718 -0.935220 -0.4 0.0 -0.1 0.0831
H 2.836726 0.243824 0.965791 0.2 0.1 0.0 0.1082
H 2.032092 -0.874410 -0.114118 0.1 -0.1 -0.2 0.0989
H 1.446878 -0.320110 2.766914 -0.4 0.3 0.2 0.0542
H 0.136175 -0.969452 1.722031 -0.2 0.1 0.0 0.0573
H 3.152705 -2.251297 2.116738 0.0 0.2 0.0 -0.1292
H -0.199928 1.809175 3.279781 0.0 -0.4 0.0 0.1037
H -0.324269 3.368257 2.516512 -0.2 0.1 -0.1 0.0868
H 2.283240 1.812247 2.524908 0.1 -0.2 -0.3 0.0566
H 2.899623 3.507421 4.261827 0.2 0.0 0.1 0.0735
H 1.189308 3.974654 4.332190 0.0 0.2 0.1 0.0852
H 1.670902 2.337310 4.777423 0.0 -0.1 0.2 0.0900
C -1.720377 -3.650739 -4.206382 -0.1 -0.1 0.0 -0.1015
O -2.148687 -3.998628 -2.898852 0.1 0.2 0.0 -0.1865
C -1.084249 -4.290995 -2.010188 -0.2 -0.1 0.0 -0.1991
C -0.809692 -3.136100 -1.074707 0.2 -0.1 0.1 -0.1951
O -0.340974 -1.982523 -1.771566 -0.1 0.1 0.0 -0.1971
C -1.352493 -1.018278 -1.976244 0.2 0.0 0.0 -0.1207
H -2.581362 -3.246551 -4.735507 0.0 0.0 0.0 0.0911
H -0.928760 -2.897755 -4.186219 0.0 0.0 0.0 0.0824
H -1.364667 -4.536152 -4.741414 0.1 0.0 0.0 0.0926
H -0.178467 -4.556657 -2.562750 0.0 0.0 0.0 0.1308
H -1.382014 -5.157284 -1.412662 0.0 0.0 0.0 0.1314
H -0.029527 -3.428752 -0.364776 0.0 0.0 0.0 0.1034
H -1.712488 -2.891115 -0.506119 0.0 0.0 0.0 0.1295
H -1.538459 -0.481449 -1.037143 -0.2 0.1 0.0 0.0637
H -2.284865 -1.460278 -2.331997 0.0 0.0 0.0 0.0973
H -0.993766 -0.311282 -2.726352 0.0 0.0 0.0 0.0914



2.
45
Properties=species:S:1:pos:R:3:forces:R:3:lowdin_charge:R:1 method="wB97M-V/def2-TZVPD" multiplicity=1 max_force_ev_per_a=5.5 lumo_energy_ha=-0.2555 homo_ev=-10.835 total_charge=+1 gap_ev=3.882
C -3.106853 4.361051 1.668792 0.7 0.0 -0.2 -0.0463
C -1.896381 3.706462 1.060359 -0.3 -0.6 0.5 -0.5782
N -1.513887 4.029766 -0.097516 0.3 0.3 -0.5 0.1256
C -1.198763 2.724792 1.933675 -0.2 0.6 0.2 -0.3565
P -0.194119 3.737530 3.274023 -0.4 -0.2 -0.5 0.4957
S 0.975551 4.795365 4.819043 0.6 0.0 0.3 0.2694
H -3.962870 4.040735 1.094938 -0.5 0.1 0.0 0.0856
H -3.196971 4.090950 2.709484 -0.3 -0.2 0.3 0.0572
H -2.975885 5.432606 1.620151 -0.3 0.3 -0.2 0.0842
H -0.675237 3.494465 -0.313565 0.1 0.0 -0.3 0.0315
H -1.935451 2.157535 2.492945 0.0 -0.4 0.1 0.0689
H -0.551841 2.068521 1.357422 0.2 -0.1 0.0 0.0427
H 0.781696 2.720107 3.250027 0.1 0.2 0.4 -0.0294
H -0.086905 4.826218 2.380713 0.1 -0.1 0.1 0.0015
H -1.284300 3.664672 4.161128 0.0 0.0 -0.1 -0.0197
H 0.535711 6.051398 4.655841 -0.2 -0.1 -0.1 -0.2212
C 1.354520 -3.649601 -2.612349 0.3 0.4 0.0 -0.0099
C 0.262690 -3.371302 -1.550195 1.4 -2.3 -2.0 -0.4332
C -0.843275 -2.483162 -2.141393 -0.2 1.2 0.6 -0.0999
C -0.417001 -1.028193 -2.356113 0.2 -0.1 0.0 -0.1458
C 0.153899 -0.408854 -1.078580 -1.2 -0.7 -0.4 -0.1047
C 1.284437 -1.230074 -0.440029 3.1 1.3 -0.2 -0.4376
N 0.843328 -2.678923 -0.329450 -5.0 2.4 0.2 0.0738
O 0.148726 -2.846285 0.639041 1.7 -0.9 0.2 0.2292
C 2.577023 -1.108210 -1.272358 -0.1 -0.4 -0.4 -0.0105
C 1.644246 -0.652368 0.926703 -0.6 -0.5 0.6 -0.0194
C -0.297683 -4.745137 -1.186938 -0.3 0.2 0.9 -0.0170
H 1.087314 -4.517641 -3.207234 -0.2 -0.1 0.1 0.0983
H 1.485579 -2.832379 -3.317377 0.0 0.1 0.1 0.0778
H 2.318957 -3.865689 -2.153123 0.0 0.0 0.0 0.1004
H -1.715467 -2.500825 -1.479373 0.1 -0.1 0.1 0.1388
H -1.160535 -2.919997 -3.086713 0.2 -0.3 0.0 0.1454
H 0.310948 -0.958734 -3.166532 0.0 0.0 0.0 0.1136
H -1.282039 -0.447093 -2.677087 0.0 0.0 0.0 0.1329
H 0.533238 0.590247 -1.286131 0.3 -0.1 0.1 0.1405
H -0.658472 -0.288866 -0.353296 0.1 -0.1 0.1 0.1338
H 3.347411 -1.786716 -0.905568 0.0 0.0 0.0 0.1044
H 2.968139 -0.097838 -1.193315 -0.1 0.1 0.2 0.1033
H 2.435413 -1.294116 -2.333218 0.0 -0.1 0.0 0.0718
H 0.779448 -0.569100 1.584466 0.0 -0.1 0.0 0.0885
H 2.049657 0.347859 0.807862 0.0 0.0 -0.2 0.1020
H 2.400189 -1.257703 1.428185 0.0 0.0 0.0 0.1063
H 0.475652 -5.381289 -0.754850 0.0 0.0 0.0 0.1079
H -0.669126 -5.227717 -2.085393 0.1 0.1 -0.1 0.1049
H -1.130716 -4.692467 -0.487102 0.1 0.0 0.1 0.0934



3.
61
Properties=species:S:1:pos:R:3:forces:R:3:lowdin_charge:R:1 method="wB97M-V/def2-TZVPD" relative_energy_kcal_mol=0.00 multiplicity=2 max_force_ev_per_a=2.6 lumo_energy_ha="0.1412 / 0.1411" homo_ev="-3.021 / -3.030" total_charge=-2 gap_ev="6.862 / 6.869"
O 0.018825 -9.114837 16.072150 0.0 0.3 -0.1 -0.2916
V -0.125408 -7.583280 15.802507 -1.0 0.1 0.9 1.0740
O -0.428609 -7.690907 20.211706 0.4 -0.4 -0.2 0.0149
C -0.958170 -6.992202 19.120610 -0.5 1.1 -1.1 -0.7711
O -0.467928 -7.330734 17.994639 0.7 -0.8 -0.1 -0.1082
O -1.781443 -6.135042 19.357860 -0.2 -0.1 0.6 0.0447
H 0.179916 -8.293871 19.764879 0.0 -0.1 0.2 0.0632
O -4.314672 -8.215856 14.827342 -0.2 -0.2 0.3 0.0370
C -3.481478 -7.394529 15.566877 1.9 1.7 0.1 -0.7570
O -2.247517 -7.701202 15.547448 0.6 -0.9 -0.5 -0.0898
O -3.964223 -6.394858 16.081807 -0.8 -0.5 0.0 0.0347
H -5.138887 -7.741202 15.001100 -0.2 -0.2 -0.2 0.0869
O 1.872501 -7.798251 11.985799 -0.2 -0.2 0.1 0.0643
C 1.563277 -8.181701 13.268262 0.4 -0.7 2.0 -0.7595
O 2.374668 -8.955853 13.823530 0.0 0.2 -0.7 -0.0397
O 0.516489 -7.717806 13.784138 -0.7 0.8 -0.2 -0.0589
H 2.665208 -8.345014 11.892724 0.1 0.2 -0.4 0.0890
O 0.611556 -3.264791 15.670982 0.4 0.2 0.0 0.0290
C -0.329683 -4.231778 15.995870 -0.6 -1.3 0.4 -0.7696
O -1.409855 -3.849180 16.411903 -0.1 0.6 -0.1 0.0360
O 0.074113 -5.422320 15.833799 0.4 -0.4 -0.5 -0.1025
H 0.148335 -2.465813 15.943610 0.0 0.1 -0.1 0.0778
O -1.576745 -14.203749 17.247180 -0.4 -0.4 -0.2 -0.3048
P -1.666152 -12.758784 16.958452 0.4 1.5 -0.1 0.4941
N -2.467811 -11.917506 18.133268 0.2 -0.1 0.7 -0.3060
C -2.530502 -10.455273 18.235933 -0.4 0.1 -0.3 -0.0815
C -3.220439 -12.619939 19.156398 0.2 -0.2 -0.3 -0.1264
N -2.344277 -12.368245 15.493736 -0.2 -1.1 -0.9 -0.2873
C -2.261236 -11.021053 14.969567 -0.3 1.0 0.3 -0.1118
C -2.628516 -13.412993 14.532775 1.0 -0.3 -0.6 -0.1358
N -0.231627 -11.913644 16.889781 -0.1 -0.6 0.5 -0.2962
C 0.401010 -11.599886 18.154304 0.7 0.8 0.2 -0.1239
C 0.717332 -12.222491 15.838630 0.9 0.7 0.6 -0.1048
H -2.665234 -10.132222 19.269833 0.0 -0.2 0.1 0.0912
H -3.393261 -10.128841 17.647225 0.0 0.4 0.2 0.0928
H -1.648755 -9.922132 17.879244 0.0 -0.2 -0.2 0.0575
H -3.455423 -13.626321 18.808371 -0.1 0.0 0.1 0.0633
H -4.145351 -12.076705 19.359238 0.0 -0.1 0.1 0.0762
H -2.635921 -12.728555 20.079838 -0.1 0.1 0.1 0.0751
H -3.124063 -10.640073 14.410643 -0.4 -0.7 0.2 0.0856
H -2.221797 -10.366387 15.831127 0.4 0.4 -0.3 0.0353
H -1.416856 -10.811854 14.303511 0.3 -0.3 0.3 0.0844
H -2.117009 -14.338463 14.809503 -0.6 -0.1 0.4 0.0622
H -3.690359 -13.569832 14.329952 0.0 0.0 0.1 0.0705
H -2.127450 -13.205730 13.573700 -0.3 0.4 0.0 0.0764
H -0.107581 -11.996667 19.030910 -0.2 -0.1 -0.1 0.0784
H 1.441890 -11.946083 18.186796 -0.1 -0.3 -0.1 0.0769
H 0.478601 -10.509024 18.266639 -0.2 0.0 0.0 0.0633
H 0.334426 -11.992893 14.848492 -0.2 -0.5 -0.1 0.0762
H 1.179038 -13.207639 16.000870 -0.4 -0.3 -0.6 0.0815
H 1.571664 -11.546690 15.956239 -0.2 0.3 -0.1 0.0702
C 3.552045 -9.060618 17.348281 0.4 -0.1 -0.3 -0.2329
S 3.350837 -7.382468 16.705162 0.5 -0.7 0.4 0.8954
O 1.944191 -7.372475 16.314144 -0.7 0.6 -0.4 -0.5675
C 3.419167 -6.471923 18.265699 -0.6 -0.1 -0.1 -0.2339
H 2.741850 -9.274417 18.041767 0.0 0.1 0.1 0.0505
H 4.543387 -9.219578 17.778191 -0.1 0.2 0.2 0.0475
H 3.469180 -9.707155 16.474094 -0.2 0.1 -0.1 0.0441
H 3.021981 -5.499659 17.971878 0.2 0.1 0.2 0.0586
H 4.416077 -6.424482 18.699355 0.1 0.1 -0.3 0.0457
H 2.728987 -6.917613 18.982940 -0.1 0.0 -0.1 0.0558



4.
61
Properties=species:S:1:pos:R:3:forces:R:3:lowdin_charge:R:1 method="wB97M-V/def2-TZVPD" relative_energy_kcal_mol=104.68 multiplicity=2 max_force_ev_per_a=7.2 lumo_energy_ha="0.1302 / 0.1302" homo_ev="-1.322 / -1.325" total_charge=-2 gap_ev="4.864 / 4.867"
O -0.208143 -1.919893 -1.531432 -1.8 -1.6 1.6 -0.3350
V -1.112723 -2.852403 -0.554672 2.1 -1.0 -2.4 1.0979
O -3.203103 -4.862203 2.951928 0.3 2.2 -1.2 0.0446
C -3.140563 -4.756063 1.555338 0.4 -4.6 -3.6 -0.7857
O -2.468683 -3.870853 0.942458 1.0 2.9 1.4 -0.1031
O -3.576123 -5.701113 0.926208 -1.6 -0.5 0.7 0.0383
H -2.928983 -3.942173 2.950918 0.5 0.9 2.1 0.0635
O 1.122017 -5.984173 0.376878 -0.5 -0.4 -0.2 0.0721
C -0.003013 -5.891613 -0.384652 -3.4 -5.3 -0.3 -0.7997
O -0.290733 -4.865433 -0.980172 0.1 7.1 -1.0 -0.0486
O -0.796903 -6.850293 -0.588862 2.6 -0.5 1.7 -0.0149
H 1.480127 -5.097723 0.289978 0.7 0.8 0.3 0.0362
O 1.892647 -2.163573 2.440698 0.0 0.4 1.1 0.0905
C 1.329907 -2.690393 1.339328 0.3 0.0 -3.2 -0.7900
O 2.054697 -3.363003 0.597898 1.3 -1.0 0.5 -0.0021
O 0.210647 -2.295883 0.991758 -2.7 0.4 1.2 -0.0612
H 2.781517 -2.497883 2.300168 0.5 -0.1 0.4 0.0965
O -3.245293 -3.837913 -4.277802 -0.3 0.6 -1.6 0.0845
C -2.943723 -4.149173 -3.027192 -0.4 -4.3 4.6 -0.8550
O -2.428433 -3.341383 -2.275332 2.0 4.9 1.5 -0.0628
O -3.239363 -5.282473 -2.566782 -0.6 0.2 -2.5 -0.0016
H -3.621073 -4.705533 -4.444002 -0.5 -0.5 -1.0 0.0889
O -0.147153 3.340067 1.109928 2.2 -0.2 -1.2 -0.3336
P 1.267297 3.124167 0.606308 0.0 0.6 -0.9 0.7130
N 1.951867 4.636027 -0.034762 -1.3 -2.1 0.7 -0.3521
C 3.228587 4.694057 -0.666462 0.4 -1.7 0.0 -0.1651
C 1.169907 5.888367 -0.080372 0.9 -1.8 1.0 -0.1041
N 1.457067 1.801837 -0.579282 -1.7 3.4 2.6 -0.2986
C 2.702487 1.153447 -0.716292 0.2 -1.0 -0.2 -0.1455
C 0.406467 1.532697 -1.588472 0.0 0.2 1.8 -0.0920
N 2.456857 2.828727 1.809608 0.0 1.8 -0.4 -0.3184
C 2.741667 3.869267 2.847218 -1.0 0.1 -1.9 -0.0899
C 2.452477 1.575337 2.440648 -1.4 -2.6 -0.3 -0.1847
H 3.749477 3.739197 -0.737332 -0.5 -0.6 0.4 0.0535
H 3.945987 5.197157 -0.018132 0.2 1.2 -0.7 0.0800
H 3.087207 4.882147 -1.730762 0.6 1.2 0.0 0.0864
H 0.247147 5.605687 -0.587042 -0.2 1.1 0.1 0.0761
H 1.815117 6.653857 -0.511442 -0.5 0.0 -0.5 0.0720
H 1.077307 6.145507 0.974808 -0.9 0.5 -0.1 0.0638
H 2.474457 0.153587 -1.085592 0.3 -0.2 -0.1 0.1026
H 3.330727 1.672687 -1.440032 0.6 -0.1 0.0 0.0693
H 3.147557 1.019687 0.269678 0.5 0.2 -0.5 0.0588
H 0.005337 0.543387 -1.368362 0.5 -0.5 -0.7 0.0516
H -0.463913 2.148497 -1.361872 0.2 0.6 -0.2 0.0577
H 0.797307 1.694997 -2.592962 -0.2 -0.2 -0.1 0.0876
H 3.742267 3.646857 3.217958 -0.2 0.3 0.4 0.0843
H 2.639327 4.857117 2.398018 0.7 0.1 -0.2 0.0571
H 1.925827 3.913267 3.568718 0.3 -0.6 0.6 0.0793
H 1.779457 1.515057 3.295928 0.2 0.2 0.5 0.0944
H 3.413887 1.116457 2.671348 0.3 0.5 0.1 0.0929
H 1.972527 0.884247 1.747728 0.0 -0.4 0.1 0.0677
C -3.035693 0.210977 -2.096062 0.7 1.0 0.1 -0.2103
S -2.744523 0.223647 -0.251812 -1.0 -1.6 -1.5 0.9302
O -2.249633 -1.155323 0.082648 -0.3 0.7 0.2 -0.5837
C -4.527923 0.197697 0.160918 1.4 0.9 -0.1 -0.2339
H -2.116693 0.680277 -2.447212 0.2 -0.6 -0.4 0.0174
H -3.803733 0.880317 -2.483622 -0.4 0.2 0.7 0.0464
H -3.237863 -0.764753 -2.537862 0.5 -0.4 0.6 0.0636
H -5.058543 -0.389373 -0.588682 0.0 -0.4 0.7 0.0624
H -4.777883 1.252657 0.048338 -0.3 0.1 0.1 0.0380
H -4.486723 -0.048393 1.221968 -0.8 -0.5 -0.2 0.0527